No. 1
{"formula": "C40H120O20", "method": "ωB97M-V with the def2-TZVPD basis set", "spin_multiplicity": 1, "e_above_lowest_kcal_mol": 73.2, "fmax_ev_per_a": 3.9, "gap_ev": 9.501, "symbols": ["C", "C", "O", "H", "H", "H", "H", "H", "H", "C", "C", "O", "H", "H", "H", "H", "H", "H", "C", "C", "O", "H", "H", "H", "H", "H", "H", "C", "C", "O", "H", "H", "H", "H", "H", "H", "C", "C", "O", "H", "H", "H", "H", "H", "H", "C", "C", "O", "H", "H", "H", "H", "H", "H", "C", "C", "O", "H", "H", "H", "H", "H", "H", "C", "C", "O", "H", "H", "H", "H", "H", "H", "C", "C", "O", "H", "H", "H", "H", "H", "H", "C", "C", "O", "H", "H", "H", "H", "H", "H", "C", "C", "O", "H", "H", "H", "H", "H", "H", "C", "C", "O", "H", "H", "H", "H", "H", "H", "C", "C", "O", "H", "H", "H", "H", "H", "H", "C", "C", "O", "H", "H", "H", "H", "H", "H", "C", "C", "O", "H", "H", "H", "H", "H", "H", "C", "C", "O", "H", "H", "H", "H", "H", "H", "C", "C", "O", "H", "H", "H", "H", "H", "H", "C", "C", "O", "H", "H", "H", "H", "H", "H", "C", "C", "O", "H", "H", "H", "H", "H", "H", "C", "C", "O", "H", "H", "H", "H", "H", "H"], "coordinates": [[4.24509, 6.45034, -1.55702], [4.36027, 5.03835, -2.06336], [3.76908, 4.10626, -1.21812], [3.22087, 6.79486, -1.58022], [4.81995, 7.13011, -2.23788], [4.67374, 6.50992, -0.57812], [5.39011, 4.79417, -2.11492], [4.01284, 4.88490, -3.05810], [3.66355, 3.25368, -1.74713], [2.88750, -7.14375, 0.01185], [2.52520, -5.65960, -0.07887], [1.18379, -5.49724, 0.26777], [2.29083, -7.79620, -0.70787], [2.70190, -7.52220, 1.03952], [3.93335, -7.26498, -0.33663], [2.87159, -5.28485, -1.04128], [3.07337, -5.09118, 0.64328], [0.70666, -5.45037, -0.60426], [-3.72014, 6.21109, -2.69855], [-3.05736, 5.05939, -1.95332], [-4.08215, 4.57487, -1.11166], [-3.01476, 6.65906, -3.41593], [-3.97364, 7.04088, -1.99954], [-4.61908, 5.87629, -3.24578], [-2.14742, 5.30333, -1.39450], [-2.73235, 4.26997, -2.59395], [-3.87790, 4.64613, -0.23294], [-0.09318, -8.34227, -3.99855], [-0.23605, -7.69935, -2.62571], [0.62388, -6.62244, -2.36778], [-0.24510, -7.56402, -4.73542], [-0.74118, -9.22799, -4.15626], [0.92721, -8.66923, -4.05890], [-0.15665, -8.40842, -1.80162], [-1.26785, -7.35912, -2.54826], [1.43689, -6.62537, -2.85306], [-2.15155, -3.66084, -2.79553], [-2.61895, -2.34465, -3.30021], [-2.57743, -1.40664, -2.19187], [-1.10754, -3.76006, -2.49236], [-2.09626, -4.38445, -3.61334], [-2.78559, -4.22614, -2.05374], [-3.65284, -2.38208, -3.63616], [-1.94791, -2.00947, -4.05675], [-3.12560, -0.69272, -2.50006], [3.39838, -3.00936, -3.58308], [4.36714, -2.22924, -2.73922], [5.10668, -3.22040, -1.96712], [3.84297, -3.38886, -4.49998], [2.54811, -2.37227, -3.82055], [2.96468, -3.84730, -3.01132], [3.84158, -1.70034, -1.94438], [5.09334, -1.63558, -3.27223], [5.54839, -3.91085, -2.47149], [-0.27721, -3.92161, 3.45155], [1.20422, -3.55892, 3.41170], [1.49987, -2.97163, 2.18458], [-0.93109, -2.99428, 3.61252], [-0.53308, -4.55973, 4.28507], [-0.54960, -4.50428, 2.57954], [1.86161, -4.40187, 3.60756], [1.41126, -2.80052, 4.18954], [1.53351, -3.62876, 1.48848], [-3.83725, -3.20727, 0.44552], [-4.53962, -2.36285, 1.52500], [-3.80666, -1.16380, 1.57544], [-2.77828, -3.28555, 0.62555], [-4.10693, -2.71303, -0.47616], [-4.10137, -4.31126, 0.51550], [-4.50316, -2.86696, 2.51118], [-5.62014, -2.21366, 1.27878], [-4.26970, -0.58256, 2.17836], [4.53351, 1.67496, -3.93577], [3.36996, 0.94640, -3.36377], [2.36886, 1.85103, -2.80726], [5.18783, 0.88987, -4.30901], [5.14442, 2.33897, -3.29536], [4.35443, 2.27202, -4.82865], [3.67611, 0.32780, -2.54791], [2.86269, 0.27129, -4.06352], [1.66875, 1.22702, -2.47453], [-3.33539, 1.67939, 0.45673], [-4.81275, 1.45444, 0.14521], [-5.05106, 1.95607, -1.14420], [-2.76228, 1.14175, -0.33294], [-2.94075, 1.37538, 1.45128], [-3.11116, 2.71990, 0.34539], [-5.44349, 1.91200, 0.87242], [-5.05628, 0.40892, 0.17774], [-4.93865, 2.92305, -1.05889], [3.07350, 3.74834, 5.87014], [3.40839, 3.67228, 4.37419], [3.17306, 4.91254, 3.77485], [3.35828, 2.77886, 6.35060], [1.95923, 3.77269, 6.11729], [3.58466, 4.53381, 6.44334], [2.70689, 2.88240, 3.99441], [4.41661, 3.37637, 4.03887], [2.74118, 4.80207, 2.89286], [-3.63324, 6.42720, 3.27741], [-2.52472, 5.99631, 2.33075], [-2.82906, 4.83232, 1.54523], [-4.12558, 5.55307, 3.79344], [-4.36748, 6.90086, 2.72193], [-3.24710, 7.03961, 4.11690], [-1.60482, 5.78595, 2.89729], [-2.21012, 6.71132, 1.59997], [-2.68834, 4.05869, 2.06887], [8.26989, -3.41492, 0.47199], [6.98421, -3.46716, 1.30938], [5.88969, -3.67012, 0.44245], [8.56572, -4.37447, 0.02499], [9.19872, -3.13819, 1.03486], [8.19856, -2.72708, -0.40020], [6.92102, -2.66562, 2.03676], [7.00666, -4.42225, 1.83388], [5.93332, -3.00411, -0.29594], [-0.88244, 1.57239, 4.22723], [-1.05415, 0.10648, 4.44169], [-2.23946, -0.50450, 3.93030], [-1.76956, 2.22980, 4.33700], [-0.56827, 1.65343, 3.19454], [-0.09833, 1.96458, 4.92983], [-1.21690, -0.05960, 5.53404], [-0.16244, -0.45042, 4.09775], [-2.20098, -0.49049, 2.96847], [-6.72888, 2.35080, 4.02705], [-5.44553, 1.69569, 4.64284], [-5.03890, 0.52683, 3.96965], [-7.45019, 1.58043, 3.81028], [-6.41527, 2.76758, 3.07546], [-7.07369, 3.15118, 4.68444], [-5.61932, 1.40325, 5.67330], [-4.55929, 2.37563, 4.74683], [-4.13162, 0.44020, 4.20296], [-0.99745, 2.35400, -3.94489], [-0.13906, 1.27545, -4.57678], [-0.70257, 0.90961, -5.85743], [-2.11454, 2.17580, -3.91331], [-0.76537, 3.30485, -4.50493], [-0.72264, 2.53015, -2.89596], [0.01232, 0.36131, -4.09533], [0.83743, 1.67373, -4.80568], [-1.45825, 1.48098, -5.97751], [-5.99053, -1.33086, -4.57779], [-5.73839, -0.75406, -3.24782], [-4.63186, 0.16229, -3.29671], [-6.91209, -1.88592, -4.59499], [-5.27351, -2.04359, -4.98941], [-6.27277, -0.51899, -5.25672], [-5.60743, -1.57299, -2.51121], [-6.67068, -0.24672, -2.93501], [-4.87745, 0.84281, -2.61702], [4.88005, 0.30750, 3.29480], [3.94988, -0.81710, 2.88711], [2.57307, -0.39677, 2.86404], [5.95067, 0.01757, 3.33107], [4.67025, 0.59697, 4.30177], [4.67178, 1.08362, 2.55380], [3.99113, -1.71997, 3.49007], [4.07156, -1.12517, 1.88240], [2.16617, -1.17827, 2.56832], [0.17829, 3.25621, 0.43280], [1.37271, 3.46496, 1.36503], [1.96236, 4.73681, 1.30008], [0.38832, 3.47336, -0.63275], [-0.75915, 3.78631, 0.64619], [-0.07646, 2.19524, 0.52422], [2.04679, 2.60672, 1.36796], [0.98870, 3.53145, 2.39424], [2.50233, 4.80334, 0.46110], [-0.59948, -1.18166, 0.58251], [0.59418, -0.98680, -0.33710], [0.30462, -0.18498, -1.48873], [-1.34623, -1.89022, 0.28838], [-1.14942, -0.27434, 0.82249], [-0.06934, -1.52209, 1.48742], [0.92093, -1.96581, -0.79799], [1.46679, -0.56790, 0.23466], [-0.50113, -0.49629, -1.95972]], "forces_ev_per_a": [[0.2, 0.4, -1.4], [0.6, 0.3, -0.1], [-1.1, -2.1, 0.0], [-0.3, 0.1, 0.3], [-0.4, -0.6, 0.6], [0.1, 0.2, 0.7], [1.5, -0.1, -0.1], [-0.7, 0.3, -1.0], [-0.3, 1.5, 1.2], [0.0, -0.7, -0.8], [0.9, -1.5, 0.4], [-1.6, 1.1, -1.8], [0.4, 1.0, 0.9], [0.4, 0.2, -0.7], [-0.3, -0.1, 0.7], [-0.6, 0.3, -0.3], [0.8, 0.2, 0.5], [0.2, -0.4, 1.3], [0.9, 0.9, -0.3], [-0.6, 0.8, 0.2], [-1.4, -1.0, -2.7], [-0.2, -0.2, 0.0], [-0.1, -0.7, -0.4], [0.4, 0.1, 0.4], [-0.3, 0.5, 0.2], [0.0, -0.6, -0.8], [1.2, 0.5, 3.7], [0.2, 0.0, 0.7], [-1.2, -0.9, 0.1], [-0.6, 1.1, 0.3], [-0.2, -0.1, -0.4], [0.2, 0.7, 0.2], [0.7, -0.4, -0.4], [0.3, -0.4, -0.1], [0.0, 0.5, 0.1], [0.5, -0.5, -0.6], [0.0, -2.8, 0.1], [-0.2, 0.4, 2.0], [0.8, -0.8, -0.4], [0.0, 0.8, 0.5], [-0.4, 0.1, -0.5], [0.5, 1.2, -0.4], [0.1, -0.2, -0.4], [0.3, 0.4, -1.0], [-0.7, 1.0, -0.1], [-0.9, 0.3, -0.2], [0.5, -2.4, 1.1], [0.2, 0.6, 0.4], [0.0, 0.0, -0.1], [-0.1, 0.0, -0.4], [0.4, 0.3, -0.1], [0.1, 0.3, -0.3], [-0.2, 0.6, -0.3], [-0.2, 0.3, -0.4], [-0.7, 1.0, 0.8], [-0.8, 0.1, 1.0], [0.8, 1.0, -0.6], [0.9, -1.2, -0.7], [0.2, -0.2, 0.5], [-0.2, 0.2, -0.4], [0.0, -0.3, 0.0], [0.0, -0.3, -0.3], [-0.2, -0.4, -0.3], [-1.3, -1.3, 1.2], [0.2, -1.5, 0.2], [0.0, 0.4, -0.1], [0.5, 0.7, -0.1], [0.5, -0.4, -0.6], [-0.5, 1.4, -0.4], [0.0, 0.2, -0.3], [0.7, 0.1, 0.0], [-0.3, 0.5, 0.4], [1.1, 0.3, -0.9], [-1.6, 0.9, 0.8], [-0.1, -1.2, -0.1], [0.4, -0.1, 0.1], [-0.6, -0.6, 0.3], [-0.6, 0.0, 0.0], [0.5, -0.5, 0.5], [0.3, 0.2, -0.4], [0.5, 0.9, 0.0], [0.6, -1.0, -0.2], [1.2, -0.4, 0.4], [-0.7, 0.4, -0.3], [-0.2, 0.3, 0.6], [-0.6, -0.1, -0.5], [0.2, 0.7, -0.1], [-0.6, 0.7, 0.6], [0.0, -0.6, -0.3], [0.2, -0.1, -0.7], [-0.2, -1.3, 1.1], [-1.2, -0.6, -0.2], [-0.8, 0.7, -0.7], [0.1, 0.6, -0.3], [1.3, 0.4, -0.8], [-0.1, 0.0, -0.4], [0.5, 0.5, -0.1], [0.0, -0.3, 1.0], [0.5, 0.2, 0.6], [1.0, -1.6, 1.5], [1.0, -1.1, 0.8], [-0.5, 0.8, -0.5], [0.6, 0.6, -0.7], [-1.6, 1.2, -0.8], [-0.2, 0.0, -0.7], [-0.2, 0.0, 0.0], [-0.3, 0.9, -0.3], [0.1, -0.8, 0.6], [1.4, 0.5, -0.2], [1.0, -1.8, -1.0], [-0.2, 1.6, -0.5], [-0.6, 0.0, 0.2], [-0.9, 0.1, -0.2], [-0.1, -0.1, 0.7], [-0.3, 0.5, -0.1], [0.2, 0.2, 0.6], [-0.4, -1.1, 0.9], [0.4, 1.0, -0.2], [-0.7, -1.2, 2.3], [0.0, 0.6, -0.4], [0.2, -0.7, 0.2], [0.4, 0.7, -0.3], [-0.5, -0.3, -0.9], [0.7, -0.1, -0.6], [-0.3, 0.3, 0.2], [-0.1, -0.3, -0.3], [2.3, -0.4, 0.2], [-0.3, 0.8, 0.8], [-1.1, 0.2, -1.0], [-0.5, -0.1, 0.3], [-0.2, 0.3, -0.2], [-0.2, -0.2, -0.1], [-0.5, 0.1, 0.4], [-0.8, 0.0, -0.5], [1.5, -0.8, 0.1], [-0.2, 0.8, 0.5], [-0.8, 1.1, -2.1], [0.1, -0.1, 0.1], [1.2, -0.2, -0.4], [-0.5, -0.8, 0.6], [0.1, 0.0, -0.2], [-0.1, -1.3, 1.5], [0.4, 0.3, 0.3], [-0.3, 0.0, -0.3], [-1.0, -0.1, -1.6], [-0.2, -0.1, 1.0], [-1.0, 0.2, 1.0], [-0.6, -0.5, 0.5], [0.4, 0.6, 0.0], [0.8, -0.1, -0.3], [0.4, 0.4, 0.0], [0.5, 0.1, 0.0], [0.7, -0.2, -0.4], [0.0, -0.8, -0.6], [-0.7, -0.1, 0.3], [1.1, 2.0, 1.2], [-0.6, 0.0, -0.5], [-0.5, 0.6, 0.6], [0.5, 0.4, 0.5], [0.4, -0.1, 0.4], [1.2, -0.4, -1.2], [-1.5, -1.7, -0.7], [-0.1, -0.5, -0.6], [-1.8, 0.4, 1.2], [1.5, 0.5, -2.0], [0.3, -0.3, 0.5], [0.5, 0.3, 0.4], [0.0, -0.1, -0.3], [0.4, 0.2, -0.5], [-0.2, -0.7, -0.1], [-0.6, -0.2, 1.1], [1.3, 0.2, 1.1], [-0.1, -0.9, -1.2], [0.0, 0.8, -0.5], [-0.1, -0.5, -0.5], [0.2, 0.4, -0.2], [-0.9, -0.1, 0.1], [-0.1, 0.5, 1.0], [-0.9, 0.0, -0.8], [0.4, -0.1, 0.8]]}

No. 2
{"formula": "C40H28N10OSScSi", "method": "ωB97M-V with the def2-TZVPD basis set", "spin_multiplicity": 1, "e_above_lowest_kcal_mol": 22.2, "total_charge": 1, "fmax_ev_per_a": 1.2, "gap_ev": [5.057, 4.833], "symbols": ["Sc", "C", "C", "C", "C", "C", "N", "C", "C", "C", "C", "C", "C", "C", "C", "N", "C", "N", "C", "N", "C", "N", "C", "N", "C", "N", "C", "C", "C", "C", "C", "C", "C", "C", "C", "C", "C", "C", "C", "C", "N", "H", "H", "H", "H", "H", "H", "H", "H", "H", "H", "H", "H", "H", "H", "H", "H", "C", "Si", "C", "C", "C", "C", "C", "C", "N", "C", "S", "H", "H", "H", "H", "H", "H", "H", "H", "H", "H", "H", "H", "O", "N"], "coordinates": [[1.54731, 0.54626, -1.02866], [4.48119, 1.06512, 4.65836], [3.40483, 1.91856, 4.95914], [2.54415, 2.36313, 3.97211], [2.78787, 1.93960, 2.66700], [2.04100, 2.11632, 1.43331], [0.83214, 2.68353, 1.38572], [-0.04637, 2.60882, 0.39574], [-1.45388, 2.95963, 0.55669], [-2.15554, 3.51753, 1.61970], [-3.52839, 3.64021, 1.48595], [-4.18622, 3.21309, 0.32117], [-3.48736, 2.65563, -0.73458], [-2.10858, 2.53740, -0.60305], [-1.09839, 1.94186, -1.46304], [-1.35455, 1.38022, -2.63879], [-0.49333, 0.64554, -3.32452], [0.72405, 0.17820, -2.87937], [1.31052, -0.57964, -3.85111], [2.49126, -1.20566, -3.80256], [3.36554, -1.11804, -2.81618], [3.27650, -0.34404, -1.69160], [4.37644, -0.55832, -0.88734], [4.58278, -0.07708, 0.31459], [3.76388, 0.77357, 0.95704], [2.68783, 1.42829, 0.43842], [3.86230, 1.09049, 2.36786], [4.72134, 0.63985, 3.36685], [5.25536, -1.51181, -1.56725], [6.46578, -2.07559, -1.19923], [7.02783, -3.00028, -2.06580], [6.39434, -3.35422, -3.26202], [5.18077, -2.79167, -3.62620], [4.62506, -1.86296, -2.76230], [0.42500, -0.60562, -5.00828], [0.54874, -1.21282, -6.25131], [-0.48380, -1.02931, -7.15490], [-1.60963, -0.26022, -6.82603], [-1.73425, 0.34256, -5.58673], [-0.70016, 0.15707, -4.67857], [0.11548, 2.03662, -0.84130], [5.13228, 0.73381, 5.45769], [3.25238, 2.23266, 5.98431], [1.71965, 3.03160, 4.19045], [-1.63691, 3.84661, 2.51222], [-4.10681, 4.08033, 2.28893], [-5.26075, 3.33005, 0.24809], [-3.99134, 2.32481, -1.63386], [5.54857, -0.01879, 3.13413], [6.94914, -1.79883, -0.27131], [7.97473, -3.46011, -1.81277], [6.86167, -4.08307, -3.91082], [4.68314, -3.05933, -4.54931], [1.42374, -1.80247, -6.49387], [-0.42291, -1.48479, -8.13453], [-2.39407, -0.13352, -7.56167], [-2.60169, 0.93776, -5.33074], [-6.17581, -0.36144, 3.07975], [-4.92639, -1.59705, 2.50826], [-5.18744, -2.07290, 0.73039], [-4.81872, -3.10587, 3.58374], [-3.19664, -0.80205, 2.63479], [-2.71076, -0.19290, 3.79648], [-1.40232, 0.28566, 3.92264], [-0.53049, 0.21397, 2.86143], [-1.02381, -0.35138, 1.75583], [-2.25181, -0.88912, 1.62874], [-2.00347, -1.43718, -0.00510], [-7.17912, -0.79491, 3.02378], [-6.15819, 0.53051, 2.44852], [-6.00933, -0.05262, 4.11554], [-6.20326, -2.45566, 0.59137], [-4.50621, -2.87772, 0.42996], [-5.06272, -1.22605, 0.04732], [-5.76277, -3.65924, 3.60347], [-4.55834, -2.85219, 4.61498], [-4.04620, -3.77516, 3.19424], [-3.37603, -0.08669, 4.64833], [-1.05802, 0.72762, 4.84687], [0.49763, 0.55398, 2.86647], [0.69332, -0.78361, 0.19691], [-0.57279, -0.40653, 0.40942]], "forces_ev_per_a": [[-0.5, -0.6, 0.6], [0.0, 0.0, 0.0], [0.0, 0.0, 0.0], [0.1, 0.1, 0.0], [-0.1, 0.0, -0.1], [-0.2, 0.1, 0.1], [0.0, -0.2, -0.1], [0.1, 0.0, 0.2], [0.1, 0.0, 0.0], [0.0, 0.0, 0.0], [0.0, 0.0, 0.0], [0.0, 0.0, 0.0], [-0.1, 0.0, 0.0], [0.0, 0.0, 0.0], [0.2, 0.1, -0.2], [0.1, 0.0, 0.0], [-0.1, 0.1, 0.1], [0.0, -0.1, -0.9], [0.1, 0.1, 0.0], [0.0, 0.1, 0.1], [-0.1, 0.1, -0.1], [0.5, -0.2, -0.4], [0.0, 0.1, 0.2], [0.0, 0.0, -0.1], [0.1, 0.1, -0.2], [0.5, 0.4, 0.4], [0.0, 0.0, 0.0], [0.1, 0.0, 0.0], [0.0, 0.0, 0.0], [0.0, 0.0, 0.0], [0.0, 0.0, 0.0], [0.0, 0.0, 0.0], [0.0, 0.0, -0.1], [0.0, 0.0, 0.0], [0.1, -0.1, 0.0], [0.0, 0.0, 0.0], [0.0, 0.0, 0.0], [0.0, 0.0, 0.0], [-0.1, 0.0, 0.0], [0.0, 0.0, 0.0], [-0.1, 0.7, -0.1], [0.0, 0.0, 0.0], [0.0, 0.0, 0.0], [0.0, 0.0, 0.0], [0.0, 0.0, 0.0], [0.0, 0.0, 0.0], [0.0, 0.0, 0.0], [0.0, 0.0, 0.0], [-0.1, 0.0, 0.0], [0.0, 0.0, 0.0], [0.0, 0.0, 0.0], [0.0, 0.0, 0.0], [0.0, 0.0, 0.0], [0.0, 0.0, 0.0], [0.0, 0.0, 0.0], [0.0, 0.0, 0.0], [0.0, 0.0, 0.0], [-0.2, 0.2, 0.1], [0.2, -0.1, 0.0], [0.0, 0.0, -0.2], [-0.1, -0.1, 0.1], [0.0, 0.0, 0.0], [-0.1, 0.0, -0.1], [0.0, 0.0, 0.0], [0.1, 0.0, 0.0], [0.2, -0.3, 0.0], [0.0, 0.0, 0.0], [0.0, -0.1, 0.1], [0.1, 0.0, 0.0], [0.0, 0.0, 0.0], [0.0, 0.0, -0.1], [0.1, 0.0, 0.0], [-0.1, 0.1, 0.0], [0.0, -0.1, 0.0], [0.1, 0.1, 0.0], [0.0, 0.0, -0.1], [0.0, 0.0, 0.1], [0.1, 0.0, 0.0], [0.0, 0.0, 0.0], [-0.1, 0.0, -0.1], [-0.5, -0.8, 0.7], [-0.2, 0.6, -0.2]]}

- What is the formula in the second record?
  C40H28N10OSScSi

- Which formula does entry 2 have?
  C40H28N10OSScSi